Record 1
113
Properties=species:S:1:pos:R:3:forces:R:3:mulliken_charge:R:1 method="wB97M-V/def2-TZVPD" charge=-2 spin_multiplicity=1
K 0.315 0.060 -0.242 0.3 -0.5 0.7 1.007
C 3.465 -2.427 -3.103 0.0 0.0 0.0 -0.386
O 3.765 -1.185 -3.722 0.0 0.0 0.0 -0.519
C 2.702 -0.522 -4.307 0.0 0.0 0.1 0.097
C 2.813 -0.175 -5.632 0.1 -0.1 0.0 -0.328
C 1.849 0.623 -6.254 -0.1 0.0 0.0 -0.859
C 0.784 1.071 -5.500 0.1 0.0 0.0 -0.706
C 0.628 0.730 -4.150 -0.1 0.0 0.0 0.693
C -0.507 1.349 -3.461 0.0 -0.1 0.0 -1.621
N -0.946 1.108 -2.281 -0.1 0.4 -0.3 1.043
N -2.094 1.847 -1.966 0.2 -0.1 0.1 -0.581
C -2.348 1.837 -0.670 -0.3 0.1 0.0 -1.145
O -1.633 1.444 0.289 -0.2 0.1 -0.1 -0.119
C -3.736 2.326 -0.330 0.0 0.0 0.0 0.463
C -4.459 3.189 -1.152 0.1 0.0 0.0 -0.285
C -5.746 3.571 -0.808 0.0 0.0 -0.1 -0.577
C -6.336 3.083 0.353 0.0 0.0 0.0 -0.677
C -5.621 2.220 1.172 0.0 0.0 0.0 -1.441
C -4.325 1.850 0.838 0.0 0.0 0.0 0.585
C 1.589 -0.109 -3.499 -0.1 0.0 0.0 0.352
O 1.485 -0.471 -2.281 0.3 0.1 -0.3 -0.274
H 4.396 -2.774 -2.654 0.0 0.0 0.0 0.252
H 3.137 -3.157 -3.856 0.0 0.0 0.0 0.311
H 2.700 -2.308 -2.334 0.0 0.0 0.0 -0.032
H 3.690 -0.521 -6.169 0.0 0.0 0.0 0.428
H 1.950 0.895 -7.297 0.0 0.0 0.0 0.340
H 0.038 1.719 -5.949 0.0 0.0 0.0 0.336
H -1.028 2.123 -4.038 -0.1 -0.1 0.0 0.108
H -3.990 3.539 -2.063 0.0 0.0 0.0 0.372
H -6.295 4.249 -1.452 0.0 0.0 0.0 0.383
H -7.345 3.379 0.618 0.0 0.0 0.0 0.374
H -6.066 1.832 2.082 0.0 0.0 0.0 0.429
H -3.758 1.173 1.466 0.0 0.0 0.0 0.961
N 3.871 0.505 4.815 0.0 0.2 -0.1 -0.647
N 3.607 1.657 4.085 0.1 -0.1 0.0 1.147
N 4.420 2.689 4.116 -0.1 0.0 0.0 -0.973
C 3.769 3.539 3.327 0.2 0.0 -0.1 -0.216
N 2.628 3.039 2.851 -0.1 0.0 0.1 -0.716
N 2.544 1.822 3.354 -0.1 -0.1 0.0 0.445
H 3.255 -0.245 4.486 -0.1 0.0 0.1 0.021
H 4.805 0.209 4.543 0.0 -0.1 0.0 0.369
H 4.141 4.522 3.094 0.0 0.0 0.0 0.454
Cl -1.367 -3.765 -3.947 0.0 0.0 0.0 -0.245
C -0.301 -2.685 -3.006 0.0 0.0 -0.1 1.128
Cl -0.129 -3.229 -1.340 0.0 0.0 0.1 -0.153
H -0.734 -1.693 -3.015 0.0 0.0 0.0 -0.807
H 0.673 -2.689 -3.475 0.0 0.0 0.0 -0.065
C -5.387 -0.028 -2.961 0.0 0.0 0.0 -0.359
C -3.921 -0.311 -3.237 -0.1 0.0 -0.1 -0.326
N -3.309 -1.007 -2.121 -0.2 0.0 0.1 0.323
C -3.952 -1.487 -1.004 0.0 0.0 -0.1 0.156
N -3.242 -1.861 -0.001 0.0 0.0 0.0 -0.295
C -3.903 -2.520 1.110 0.0 0.0 0.0 -0.650
C -5.366 -2.126 1.257 0.0 0.0 0.0 -0.351
C -6.050 -2.309 -0.086 0.1 0.0 0.0 -0.732
N -5.339 -1.542 -1.085 0.1 -0.1 0.0 0.429
C -6.008 -1.263 -2.334 0.0 0.0 0.0 -0.921
H -5.895 0.230 -3.893 0.0 0.0 0.0 0.477
H -5.492 0.810 -2.267 0.0 0.0 0.0 -0.083
H -3.375 0.621 -3.395 -0.1 0.0 0.0 0.083
H -3.838 -0.926 -4.143 0.0 0.0 0.0 0.416
H -2.366 -0.733 -1.917 0.3 0.1 0.1 -0.336
H -3.363 -2.292 2.029 0.0 0.0 0.0 0.265
H -3.831 -3.610 0.976 0.0 0.0 0.0 0.312
H -5.430 -1.075 1.550 0.0 0.0 0.0 -0.088
H -5.863 -2.723 2.026 0.0 0.0 0.0 0.431
H -7.085 -1.955 -0.064 0.0 0.0 0.0 0.415
H -6.077 -3.379 -0.349 0.0 0.0 0.0 0.246
H -7.065 -1.100 -2.105 0.0 0.0 0.0 0.485
H -5.952 -2.116 -3.031 0.0 0.0 0.0 0.226
C 4.719 -2.376 0.754 -0.1 -0.2 0.1 -1.367
Te 3.378 -0.864 1.415 0.0 0.1 0.0 0.126
C 4.053 0.128 -0.386 -0.1 -0.1 0.1 -0.433
C 5.419 -0.442 -0.646 0.0 0.1 -0.1 0.631
C 6.351 0.213 -1.447 0.0 0.0 0.0 -0.595
C 7.601 -0.341 -1.678 0.0 0.1 0.0 -0.634
C 7.928 -1.567 -1.116 0.1 -0.1 0.0 -0.484
C 7.003 -2.232 -0.325 0.0 0.0 0.0 -0.720
C 5.749 -1.679 -0.085 0.0 0.0 0.0 0.572
H 4.175 -3.122 0.173 0.0 0.0 0.0 0.324
H 5.117 -2.852 1.648 0.1 0.0 -0.1 0.679
H 4.081 1.206 -0.235 0.0 0.0 0.0 0.609
H 3.361 -0.106 -1.200 0.0 0.0 0.0 -0.196
H 6.084 1.165 -1.891 0.0 0.0 0.0 0.415
H 8.318 0.184 -2.299 0.0 0.0 0.0 0.371
H 8.906 -2.003 -1.289 0.0 0.0 0.0 0.379
H 7.253 -3.188 0.121 0.0 0.0 0.0 0.444
N -1.970 -0.565 2.810 0.3 0.4 0.1 -0.440
S -0.955 0.632 3.078 -0.1 -0.3 -0.5 0.952
C -0.331 0.306 4.714 -0.2 0.2 0.2 0.268
C 0.046 1.348 5.559 0.0 0.0 0.0 -0.617
C 0.578 1.054 6.801 0.1 -0.1 0.0 -0.633
C 0.752 -0.272 7.190 0.1 0.1 0.0 -0.367
C 0.393 -1.296 6.335 0.0 -0.1 -0.2 -0.629
C -0.161 -1.013 5.090 0.1 0.0 0.1 -0.414
C -1.875 2.140 3.409 0.0 0.1 0.2 -0.209
C -1.384 3.329 2.896 -0.1 0.0 0.0 -0.065
C -2.117 4.496 3.083 0.1 0.0 -0.1 -0.691
C -3.322 4.456 3.766 0.0 0.1 0.0 -0.442
C -3.807 3.253 4.267 0.0 0.0 0.0 -0.679
C -3.085 2.086 4.086 0.1 0.0 -0.1 -0.215
H -1.974 -0.638 1.788 -0.1 -0.1 0.0 0.076
H -0.079 2.378 5.251 0.0 0.0 0.0 0.355
H 0.885 1.860 7.456 0.0 0.0 0.0 0.349
H 1.203 -0.500 8.148 0.0 0.0 0.0 0.351
H 0.580 -2.327 6.601 0.0 0.0 0.0 0.369
H -0.440 -1.800 4.403 0.0 0.0 0.0 0.517
H -0.456 3.328 2.337 0.0 0.0 0.0 0.474
H -1.751 5.429 2.672 0.0 0.0 0.0 0.396
H -3.900 5.363 3.894 0.0 0.0 0.0 0.357
H -4.759 3.226 4.784 0.0 0.0 0.0 0.385
H -3.452 1.122 4.423 0.0 0.0 0.0 0.415
Br 3.401 -2.860 4.339 0.0 0.1 -0.1 -0.832

Record 2
110
Properties=species:S:1:pos:R:3:forces:R:3:mulliken_charge:R:1 method="wB97M-V/def2-TZVPD" spin_multiplicity=1
Ca -0.644 -0.019 0.949 -0.1 -1.0 -2.9 2.437
C 1.977 5.661 -2.621 0.0 0.0 0.0 -1.851
C 0.839 4.866 -2.060 -0.1 0.0 0.0 0.820
C 0.686 3.512 -2.336 -0.1 0.0 0.0 -0.710
C -0.377 2.795 -1.812 0.0 -0.1 -0.1 0.279
C -1.303 3.439 -1.011 -0.4 -0.1 0.2 -0.580
C -1.167 4.786 -0.728 -0.1 0.1 0.1 -0.523
C -0.100 5.494 -1.247 0.0 -0.2 -0.1 -0.828
S -2.730 2.587 -0.341 0.3 -0.1 -0.1 1.326
O -3.632 3.587 0.168 0.1 0.1 0.0 -0.772
O -3.249 1.774 -1.444 0.1 0.1 0.0 -0.899
N -2.138 1.578 0.739 -0.9 1.7 -1.8 0.467
C -2.484 1.476 2.029 -1.1 0.6 1.3 -0.126
C -3.516 2.190 2.677 -0.2 0.0 0.0 -0.883
C -3.798 1.906 3.990 0.2 -0.1 0.0 -0.841
C -3.063 0.931 4.667 0.2 -0.1 0.0 -1.277
C -2.048 0.311 3.971 -0.2 -0.1 0.8 -0.417
N -1.760 0.574 2.705 -0.7 0.5 1.1 0.361
H 2.661 5.032 -3.182 0.1 0.0 -0.1 0.336
H 2.532 6.150 -1.823 0.1 0.1 0.1 0.352
H 1.598 6.439 -3.283 0.1 0.1 -0.1 0.468
H 1.406 3.012 -2.970 0.1 -0.1 -0.1 0.499
H -0.491 1.742 -2.040 0.0 0.0 0.0 0.372
H -1.913 5.257 -0.106 0.0 0.1 0.0 0.555
H 0.012 6.544 -1.021 0.0 0.1 0.0 0.452
H -4.075 2.928 2.126 0.0 0.0 0.1 0.673
H -4.595 2.434 4.493 -0.1 0.1 0.0 0.460
H -3.274 0.679 5.693 0.0 -0.1 0.1 0.487
H -1.420 -0.440 4.434 0.0 -0.1 0.1 0.408
O -2.575 -0.663 -0.939 -0.4 0.4 0.2 -0.334
N -1.618 -0.974 -1.850 -0.2 -0.4 -0.3 -0.233
C -1.571 -0.384 -2.974 -0.8 0.4 0.0 -0.950
C -0.502 -0.804 -3.859 0.7 -0.2 -0.1 0.320
C -0.650 -0.731 -5.245 0.0 0.0 0.1 -0.814
C 0.321 -1.257 -6.073 0.0 0.0 0.0 -0.726
C 1.430 -1.887 -5.524 0.0 -0.1 0.0 -0.828
C 1.597 -1.935 -4.152 -0.1 0.0 0.0 -0.044
C 0.662 -1.355 -3.300 -0.3 0.4 0.0 0.055
P 0.925 -1.307 -1.471 1.0 -0.3 -0.4 4.142
C 2.733 -0.947 -1.417 -0.1 0.1 0.1 -0.396
C 3.432 -1.208 -0.237 -0.1 0.0 0.0 -0.173
C 4.762 -0.850 -0.105 0.2 0.1 0.0 -0.901
C 5.418 -0.211 -1.145 0.0 0.0 -0.1 -0.975
C 4.722 0.101 -2.301 0.1 0.0 0.0 -0.865
C 3.388 -0.244 -2.426 -0.1 0.0 -0.1 -0.529
C 0.853 -3.133 -1.242 0.0 0.0 0.2 0.605
C -0.388 -3.734 -1.465 -0.1 -0.1 -0.1 -0.650
C -0.574 -5.083 -1.237 -0.1 0.0 0.0 -0.277
C 0.474 -5.858 -0.769 0.2 0.0 -0.1 -0.974
C 1.721 -5.284 -0.601 0.0 -0.2 -0.1 -0.350
C 1.915 -3.932 -0.838 -0.1 0.1 -0.2 -0.717
H -2.995 0.227 -1.166 0.2 -0.3 0.0 0.332
H -2.292 0.369 -3.290 0.0 0.0 0.1 0.497
H -1.546 -0.293 -5.662 -0.1 0.1 0.0 0.515
H 0.210 -1.202 -7.147 0.0 0.0 -0.1 0.423
H 2.164 -2.351 -6.168 0.1 0.0 0.0 0.451
H 2.467 -2.422 -3.734 0.0 0.0 0.0 0.522
H 2.922 -1.680 0.588 0.0 -0.1 0.1 0.110
H 5.297 -1.074 0.807 0.0 0.0 0.1 0.499
H 6.461 0.055 -1.055 0.1 0.0 0.0 0.400
H 5.221 0.611 -3.113 0.0 0.1 0.0 0.446
H 2.854 0.030 -3.325 0.0 0.0 -0.1 0.449
H -1.208 -3.132 -1.829 0.0 -0.1 0.0 -0.022
H -1.542 -5.529 -1.416 -0.1 0.0 0.0 0.541
H 0.322 -6.904 -0.549 0.0 -0.1 0.0 0.396
H 2.551 -5.884 -0.259 0.0 0.0 0.1 0.427
H 2.900 -3.516 -0.695 0.0 0.0 0.1 0.364
N -4.505 -1.258 1.811 -0.1 0.4 0.0 -0.176
C -5.003 -2.528 1.301 -0.1 -0.2 -0.3 -1.064
C -3.874 -3.396 0.741 -0.1 -0.1 0.3 0.248
C -2.908 -3.937 1.798 0.0 0.2 -0.1 -1.133
C -2.017 -2.842 2.387 -0.3 -0.3 0.3 -0.351
N -1.029 -2.356 1.413 0.0 -0.3 -0.1 0.612
H -5.281 -0.651 2.056 0.1 0.1 -0.1 0.312
H -3.956 -0.794 1.091 -0.2 0.1 0.0 -0.293
H -5.758 -2.396 0.506 0.1 -0.1 0.2 0.431
H -5.492 -3.045 2.134 0.0 -0.1 -0.1 0.396
H -3.323 -2.805 0.010 0.0 0.0 -0.2 -0.307
H -4.332 -4.237 0.215 0.0 0.0 -0.1 0.392
H -2.273 -4.707 1.347 0.0 0.0 0.1 0.301
H -3.489 -4.404 2.594 0.0 -0.1 0.1 0.551
H -1.495 -3.232 3.266 0.0 0.1 -0.1 0.286
H -2.664 -2.017 2.696 0.2 -0.2 0.1 0.224
H -1.256 -2.738 0.499 0.0 -0.1 0.0 -0.603
H -0.113 -2.742 1.632 -0.1 0.0 -0.1 -0.450
N 1.472 0.468 3.633 -0.3 -0.2 -0.1 -0.136
C 1.512 -0.674 2.880 0.7 0.5 0.5 0.199
O 1.142 -0.616 1.672 2.3 -0.8 1.1 0.778
C 2.034 -1.839 3.477 -0.3 0.4 -0.4 0.261
C 2.139 -3.009 2.731 0.0 -0.5 -0.5 -0.250
N 2.199 -3.963 2.083 0.1 -0.2 0.1 -0.593
C 2.404 -1.850 4.821 0.2 0.0 0.7 -0.541
N 2.687 -1.825 5.939 0.0 0.1 0.2 -0.657
H 1.581 0.394 4.631 0.0 0.0 0.0 0.305
H 0.883 1.202 3.269 0.1 0.1 0.0 -0.327
C 3.798 3.005 -0.497 0.0 -0.1 0.0 -1.406
C 2.536 3.014 0.280 0.0 0.2 0.1 0.624
C 1.907 4.010 0.997 0.1 -0.3 0.0 -1.555
C 0.776 3.404 1.570 0.3 0.0 -0.1 0.452
N 0.721 2.131 1.213 -0.7 -0.1 0.5 -0.110
N 1.780 1.911 0.434 0.6 0.2 -0.1 1.269
C -0.210 4.012 2.505 -0.1 -0.2 -0.1 -1.434
H 4.264 3.986 -0.483 0.0 0.1 0.0 0.410
H 3.622 2.717 -1.533 0.0 0.0 -0.1 0.154
H 4.488 2.282 -0.065 0.1 0.0 -0.1 0.340
H 2.214 5.030 1.105 0.1 0.2 0.0 0.613
H 1.997 0.961 0.166 0.2 0.0 0.0 -0.509
H -0.111 5.095 2.506 0.0 0.0 0.0 0.448
H -0.046 3.645 3.520 0.0 0.1 0.0 0.336
H -1.223 3.742 2.214 -0.1 0.1 0.1 0.171

One value per record, in order, for max |F|: 0.018; 0.059 Eh/bohr.
One value per record, in order, for highest occupied orbital energy: -0.0873; -0.2899 hartree.
One value per record, in order, for E_tot: -198499.29264; -108079.81018 eV.